# 1
11
Properties=species:S:1:pos:R:3:nbo_charge:R:1 method="wB97M-V/def2-TZVPD" largest_force_ev_per_a=0.46 e_above_lowest_kcal_mol=93.6 homo_lumo_gap_ev=9.539
O -1.966 1.221 -0.554 -0.639
C -1.788 0.643 0.613 0.081
C 0.867 -1.173 -0.096 -0.742
C 1.359 0.237 0.070 0.435
O 2.157 0.579 0.909 -0.519
H -2.244 0.542 -1.192 0.493
H -0.076 -1.268 0.461 0.263
H -1.477 1.503 1.258 0.075
H 0.657 -1.390 -1.147 0.217
H 1.596 -1.880 0.306 0.236
H 0.916 0.986 -0.628 0.100

# 2
16
Properties=species:S:1:pos:R:3:nbo_charge:R:1 method="wB97M-V/def2-TZVPD" largest_force_ev_per_a=2.86 e_above_lowest_kcal_mol=25.2 homo_lumo_gap_ev=9.850 smiles="C=C1N=C(C)C[SiH2]1"
C 2.199 1.572 0.126 -0.416
C 1.319 0.633 -0.050 -0.216
N -0.018 1.094 -0.248 -0.454
C -0.861 0.174 -0.012 0.329
C -2.328 0.557 -0.048 -0.657
C -0.562 -1.281 0.122 -0.920
Si 1.331 -1.366 -0.178 0.992
H 3.245 1.270 0.204 0.210
H 1.672 2.601 0.164 0.227
H -2.716 0.806 0.968 0.228
H -2.867 -0.231 -0.471 0.204
H -2.368 1.441 -0.704 0.239
H -0.789 -1.545 1.161 0.260
H -1.320 -1.844 -0.408 0.255
H 1.863 -1.861 -1.559 -0.140
H 2.199 -2.020 0.933 -0.142

# 3
168
Properties=species:S:1:pos:R:3:lowdin_charge:R:1 method="wB97M-V/def2-TZVPD" largest_force_ev_per_a=3.13 homo_lumo_gap_ev=9.586 smiles=CC1(C)CCCC(C)(C)N1O.COC[C@H](C)N.COC[C@H](C)N.COC[C@H](C)N.COC[C@H](C)N.COC[C@H](C)N.COC[C@H](C)N.CC(C)O.CC(C)O.CC(C)O
C 18.893 15.283 14.410 -0.002
C 18.020 13.982 14.299 -0.506
C 17.730 13.521 15.673 -0.032
C 16.760 14.306 13.505 -0.126
C 16.921 14.586 11.997 -0.160
C 17.695 13.470 11.386 -0.158
C 18.982 13.052 12.092 -0.462
C 19.430 11.710 11.584 -0.021
C 20.054 14.176 11.699 -0.011
N 18.668 12.875 13.544 -0.075
O 19.895 12.586 14.217 -0.053
H 18.673 15.795 15.371 0.097
H 19.912 14.948 14.338 0.051
H 18.723 16.074 13.617 0.093
H 18.624 13.202 16.190 0.088
H 17.247 14.318 16.224 0.069
H 17.031 12.642 15.603 0.084
H 16.050 13.537 13.663 0.084
H 16.307 15.198 13.964 0.129
H 15.902 14.773 11.587 0.116
H 17.407 15.570 11.909 0.104
H 17.824 13.600 10.348 0.106
H 16.993 12.675 11.382 0.107
H 20.326 11.425 12.104 0.081
H 19.666 11.806 10.517 0.098
H 18.651 11.001 11.763 0.071
H 19.775 15.210 11.955 0.062
H 20.150 14.172 10.582 0.098
H 21.034 14.027 12.138 0.070
H 20.470 13.367 14.301 0.084
C 14.147 12.849 21.457 -0.139
O 15.111 13.147 20.527 -0.223
C 16.336 12.471 20.692 -0.208
C 17.315 12.898 19.604 -0.450
C 18.709 12.294 19.890 -0.060
N 17.498 14.335 19.401 0.055
H 14.052 11.758 21.572 0.092
H 13.161 13.168 21.113 0.085
H 14.332 13.239 22.467 0.094
H 16.823 12.743 21.719 0.158
H 16.091 11.359 20.665 0.145
H 16.976 12.453 18.608 0.129
H 18.624 11.271 20.259 0.079
H 19.242 12.971 20.579 0.080
H 19.264 12.259 18.956 0.069
H 16.678 14.871 19.717 0.051
H 18.301 14.576 20.003 0.070
C 9.258 9.718 14.555 -0.110
O 9.551 9.587 13.206 -0.204
C 10.355 8.508 12.879 -0.243
C 10.027 8.086 11.465 -0.423
C 8.559 7.575 11.472 -0.047
N 11.042 7.134 10.973 0.050
H 8.572 10.552 14.664 0.068
H 10.168 9.917 15.183 0.095
H 8.835 8.749 15.014 0.114
H 11.413 8.724 12.918 0.116
H 10.101 7.691 13.471 0.100
H 10.090 8.992 10.838 0.141
H 8.008 8.475 11.844 0.090
H 8.422 6.781 12.178 0.065
H 8.159 7.302 10.480 0.079
H 10.978 7.286 9.987 0.061
H 10.682 6.208 11.175 0.072
C 15.637 12.153 8.159 -0.150
O 15.435 10.908 8.714 -0.163
C 14.087 10.896 9.155 -0.230
C 13.892 9.710 10.051 -0.468
C 14.807 9.806 11.269 -0.050
N 13.939 8.484 9.314 0.053
H 16.700 12.229 7.984 0.086
H 15.371 12.986 8.819 0.084
H 15.112 12.278 7.219 0.088
H 13.872 11.818 9.720 0.110
H 13.393 10.914 8.287 0.137
H 12.809 9.811 10.317 0.134
H 14.613 8.947 11.928 0.073
H 14.759 10.709 11.848 0.050
H 15.874 9.714 10.920 0.097
H 14.879 8.169 9.179 0.067
H 13.543 7.784 9.949 0.059
C 9.826 16.876 17.695 -0.089
O 10.465 15.620 17.588 -0.213
C 10.041 14.886 16.445 -0.207
C 8.579 14.433 16.415 -0.441
C 8.170 13.747 17.662 -0.063
N 8.270 13.591 15.195 0.065
H 10.191 17.515 16.898 0.090
H 10.137 17.280 18.624 0.078
H 8.742 16.725 17.665 0.085
H 10.329 15.366 15.481 0.126
H 10.596 13.921 16.461 0.124
H 7.899 15.312 16.256 0.135
H 7.219 13.280 17.477 0.080
H 8.060 14.342 18.533 0.068
H 8.947 13.011 17.874 0.076
H 8.422 12.604 15.331 0.033
H 8.986 13.858 14.525 0.040
C 16.474 18.421 18.137 -0.080
O 15.902 17.360 17.298 -0.199
C 14.951 16.537 18.045 -0.216
C 14.417 15.514 17.103 -0.444
C 13.641 16.291 16.055 -0.041
N 13.548 14.568 17.768 0.083
H 15.663 19.086 18.522 0.091
H 17.235 18.927 17.517 0.087
H 16.968 17.993 19.018 0.074
H 15.403 15.975 18.879 0.096
H 14.113 17.098 18.469 0.127
H 15.311 15.010 16.660 0.133
H 14.247 16.981 15.417 0.096
H 12.967 16.940 16.643 0.082
H 13.039 15.665 15.424 0.059
H 12.664 14.962 18.025 0.063
H 13.983 14.089 18.570 0.076
C 11.672 11.091 18.991 -0.077
O 11.151 10.905 20.319 -0.214
C 9.982 10.081 20.380 -0.200
C 9.466 10.213 21.813 -0.470
C 8.276 9.402 22.001 -0.095
N 9.284 11.607 22.284 0.050
H 12.449 11.853 19.084 0.073
H 10.909 11.308 18.279 0.061
H 12.160 10.204 18.619 0.078
H 9.243 10.501 19.658 0.130
H 10.169 9.025 20.128 0.130
H 10.288 9.817 22.429 0.143
H 7.451 9.592 21.278 0.096
H 7.787 9.445 22.926 0.059
H 8.520 8.334 21.863 0.092
H 8.489 11.991 21.789 0.063
H 10.109 12.159 22.023 0.066
C 18.813 9.624 15.672 -0.056
C 18.005 9.428 14.358 -0.440
C 17.074 8.198 14.517 -0.049
O 17.159 10.584 14.070 -0.100
H 18.103 9.710 16.527 0.080
H 19.443 10.534 15.680 0.066
H 19.412 8.755 15.857 0.062
H 18.767 9.228 13.595 0.125
H 17.778 7.371 14.597 0.077
H 16.391 8.145 13.689 0.054
H 16.454 8.300 15.432 0.084
H 17.791 11.330 14.020 0.029
C 10.977 12.288 11.978 -0.046
C 11.659 13.328 12.827 -0.435
C 13.001 13.822 12.250 -0.044
O 10.788 14.503 12.816 -0.080
H 11.481 11.368 11.954 0.046
H 10.797 12.693 11.018 0.071
H 9.977 12.134 12.413 0.087
H 11.784 12.933 13.825 0.111
H 12.829 14.054 11.192 0.081
H 13.812 13.130 12.343 0.052
H 13.208 14.775 12.728 0.073
H 10.751 14.882 11.934 0.082
C 14.903 11.262 16.652 -0.049
C 13.981 11.651 15.520 -0.477
C 13.734 10.475 14.636 -0.044
O 12.766 12.270 16.004 -0.083
H 15.024 11.946 17.504 0.067
H 15.864 11.023 16.207 0.049
H 14.496 10.369 17.095 0.074
H 14.450 12.464 14.962 0.118
H 13.158 9.753 15.180 0.075
H 14.720 10.091 14.318 0.070
H 13.047 10.696 13.801 0.070
H 13.093 13.078 16.419 0.023

# 4
108
Properties=species:S:1:pos:R:3:lowdin_charge:R:1 method="wB97M-V/def2-TZVPD" largest_force_ev_per_a=0.90 e_above_lowest_kcal_mol=17.2 spin_multiplicity=3 homo_lumo_gap_ev="7.681 / 8.326" total_charge=-1
V -0.419 -0.356 0.690 0.848
C -0.082 0.781 -4.907 -0.073
C -0.725 2.161 -4.929 -0.362
C -2.116 2.089 -5.564 -0.065
C -0.815 2.785 -3.561 -0.294
C -0.693 4.145 -3.211 -0.024
C -1.045 4.181 -1.884 -0.104
N -1.331 2.925 -1.485 -0.041
N -1.189 2.061 -2.516 0.138
B -1.860 2.576 -0.098 -0.505
N -0.770 2.449 1.061 -0.010
C -0.377 3.549 1.715 -0.082
C -0.101 3.228 3.022 -0.012
C -0.344 1.854 3.121 -0.254
N -0.696 1.385 1.921 0.022
C -0.413 1.113 4.435 -0.343
C 0.802 0.266 4.801 -0.070
C -1.731 0.345 4.559 -0.065
N -2.789 1.315 -0.060 0.017
C -4.104 1.359 -0.292 -0.066
C -4.671 0.158 0.065 -0.007
C -3.597 -0.608 0.539 -0.261
N -2.479 0.098 0.465 0.034
C -3.647 -1.993 1.114 -0.365
C -4.354 -1.978 2.469 -0.049
C -4.327 -2.954 0.141 -0.051
H -0.138 0.317 -5.895 0.079
H 0.967 0.832 -4.620 0.040
H -0.587 0.130 -4.193 0.048
H -0.112 2.827 -5.547 0.130
H -2.734 1.375 -5.020 0.051
H -2.619 3.057 -5.535 0.076
H -2.053 1.764 -6.605 0.073
H -0.408 4.968 -3.841 0.091
H -1.127 5.006 -1.198 0.107
H -2.543 3.520 0.225 0.116
H -0.381 4.500 1.210 0.121
H 0.194 3.886 3.820 0.108
H -0.455 1.925 5.170 0.129
H 1.005 -0.515 4.074 0.043
H 1.696 0.884 4.852 0.061
H 0.629 -0.196 5.776 0.080
H -1.819 -0.429 3.802 0.034
H -1.794 -0.132 5.539 0.080
H -2.585 1.018 4.449 0.082
H -4.542 2.261 -0.686 0.126
H -5.705 -0.128 0.002 0.103
H -2.620 -2.334 1.258 0.095
H -5.415 -1.745 2.350 0.077
H -4.270 -2.953 2.950 0.081
H -3.919 -1.233 3.136 0.066
H -5.364 -2.662 -0.042 0.075
H -3.804 -2.982 -0.816 0.072
H -4.331 -3.965 0.549 0.082
S 0.008 -3.604 4.002 0.568
C -0.240 -2.420 2.947 -0.929
N -0.453 -1.531 2.209 -0.062
O 2.310 0.996 2.343 -0.550
S 3.656 0.904 1.690 0.868
C 4.552 2.317 2.328 -0.353
C 5.940 2.361 2.346 -0.071
C 6.576 3.509 2.788 -0.087
C 5.828 4.607 3.199 -0.098
C 4.444 4.555 3.161 -0.080
C 3.795 3.408 2.721 -0.064
C 4.545 -0.378 2.557 -0.384
C 5.158 -1.362 1.804 -0.089
C 5.784 -2.420 2.456 -0.076
C 5.773 -2.485 3.839 -0.088
C 5.142 -1.492 4.585 -0.075
C 4.525 -0.434 3.945 -0.064
H 6.520 1.506 2.025 0.113
H 7.656 3.547 2.814 0.099
H 6.328 5.501 3.548 0.096
H 3.861 5.413 3.473 0.100
H 2.716 3.335 2.688 0.089
H 5.133 -1.302 0.723 0.067
H 6.259 -3.200 1.878 0.102
H 6.248 -3.317 4.343 0.098
H 5.126 -1.551 5.665 0.101
H 4.017 0.339 4.506 0.110
Cl 2.044 2.092 -0.855 -0.016
Ge 2.175 0.078 -1.920 0.239
Cl 4.493 -0.097 -1.868 -0.165
Cl 1.865 -1.252 0.188 0.146
C -2.063 -4.510 -6.382 -0.058
C -1.755 -3.797 -5.094 -0.268
C -2.381 -2.604 -4.774 -0.009
C -2.131 -1.939 -3.575 -0.193
C -2.865 -0.661 -3.277 -0.036
C -1.235 -2.516 -2.675 -0.052
C -0.585 -3.720 -2.970 -0.185
C 0.409 -4.344 -2.027 -0.028
C -0.850 -4.335 -4.184 -0.012
C -0.958 -1.892 -1.352 -0.596
O -0.959 -2.550 -0.303 -0.012
O -0.647 -0.640 -1.307 -0.236
H -2.556 -3.844 -7.090 0.070
H -2.725 -5.361 -6.209 0.079
H -1.155 -4.894 -6.849 0.075
H -3.079 -2.162 -5.476 0.112
H -3.403 -0.331 -4.165 0.067
H -2.201 0.135 -2.940 0.038
H -3.600 -0.818 -2.485 0.080
H -0.082 -4.747 -1.141 0.088
H 1.137 -3.617 -1.664 0.068
H 0.942 -5.146 -2.537 0.074
H -0.333 -5.257 -4.425 0.113

# 5
8
Properties=species:S:1:pos:R:3:nbo_charge:R:1 method="wB97M-V/def2-TZVPD" largest_force_ev_per_a=5.21 e_above_lowest_kcal_mol=7.4 homo_lumo_gap_ev=12.757 total_charge=+1
C -0.307 -0.397 -0.078 0.782
N 2.628 0.014 -0.100 -0.116
N 3.643 -0.369 0.067 0.167
N -0.758 -1.467 -0.015 -0.457
N 0.109 0.774 -0.092 -0.778
H -0.912 -2.388 -0.134 0.470
H 1.080 0.744 0.074 0.454
H -0.544 1.520 0.174 0.479

# 6
71
Properties=species:S:1:pos:R:3:lowdin_charge:R:1 method="wB97M-V/def2-TZVPD" largest_force_ev_per_a=4.40 homo_lumo_gap_ev=1.319 total_charge=-1
C 4.420 1.358 1.389 -0.408
P 5.148 3.027 1.884 0.883
C 6.970 2.929 1.440 -0.278
N 4.475 4.309 0.864 -0.116
C 3.223 4.800 1.327 -0.608
O 2.975 5.928 1.212 0.224
O 2.225 3.991 1.994 -0.086
P 1.168 3.310 0.991 0.489
O 0.469 4.245 0.041 -0.295
O -0.013 2.671 1.951 -0.111
O 1.833 2.038 0.161 -0.201
H 4.218 1.408 0.290 0.016
H 3.419 1.297 1.887 0.006
H 5.074 0.478 1.696 -0.185
H 7.536 3.040 2.386 0.029
H 7.223 1.960 0.952 0.037
H 7.185 3.767 0.741 0.037
H 4.459 4.073 -0.131 0.108
H 0.479 2.342 2.735 0.100
H 1.398 1.951 -0.710 0.052
Cl 5.237 -1.336 2.259 -0.226
Na -1.515 3.418 -0.841 0.663
N 1.599 -0.666 -1.198 0.314
H 1.451 0.063 -0.487 0.098
H 2.106 -0.268 -1.994 0.150
H 2.144 -1.437 -0.796 0.155
H 0.689 -1.024 -1.517 0.145
O 2.060 9.408 0.893 -0.398
Cl 3.393 9.506 1.453 0.624
O 3.389 8.960 2.796 -0.394
O 3.798 10.891 1.496 -0.382
O 4.317 8.757 0.630 -0.393
Na 4.377 -3.640 3.328 0.584
O 3.303 6.341 4.235 -0.062
H 2.740 7.089 3.990 0.023
H 3.203 5.724 3.504 -0.022
C 0.012 -5.177 -5.521 -0.225
O -0.122 -4.657 -4.206 -0.383
P -1.590 -5.089 -3.398 0.390
O -2.201 -3.727 -3.707 -0.352
O -0.860 -5.062 -1.924 -0.279
C 0.401 -4.515 -1.733 -0.197
O -2.989 -5.643 -2.596 -0.392
C -4.092 -5.982 -3.428 -0.206
H 0.964 -4.832 -5.933 0.068
H -0.004 -6.267 -5.503 -0.035
H -0.803 -4.812 -6.155 0.078
H 0.439 -3.487 -2.122 0.051
H 1.173 -5.135 -2.192 0.085
H 0.594 -4.478 -0.653 0.069
H -3.799 -6.730 -4.166 -0.011
H -4.470 -5.089 -3.942 0.072
H -4.893 -6.390 -2.799 0.047
Br -1.476 -7.664 -4.061 0.190
C -6.050 0.621 1.332 -0.058
C -4.744 1.107 1.939 -0.500
C -4.749 0.961 3.452 -0.063
O -4.537 2.481 1.591 -0.078
H -6.894 1.207 1.706 0.084
H -6.037 0.740 0.247 0.082
H -6.227 -0.431 1.564 0.088
H -3.911 0.539 1.518 0.133
H -5.550 1.559 3.897 0.084
H -3.810 1.323 3.875 0.076
H -4.887 -0.080 3.748 0.084
H -5.268 2.993 1.958 0.087
C -5.967 -7.786 -0.759 -0.425
O -6.406 -7.417 -1.962 -0.284
H -6.742 -7.927 0.035 0.048
H -5.423 -8.759 -0.700 0.045
H -5.252 -7.101 -0.251 0.056